The following is a quantum chemistry calculation of a 10-piece molecular cluster, C32H90N6O10 overall, from OMol25.

Bonds (Å) are listed after each position.
Geometry (Å):
1 O 0.061 5.542 -8.832  C36 1.450, H137 0.960
2 O 2.500 -1.845 -1.235  C33 1.456, H135 0.960
3 O 1.042 -9.191 1.994  C30 1.415, C39 1.442
4 O 3.380 -1.582 -9.355  C45 1.389, H49 0.960
5 O -7.952 1.026 -0.532  C18 1.463, C29 1.390
6 O -5.458 -5.357 -3.365  C38 1.456, C48 1.409
7 O -2.301 5.870 6.252  C28 1.409, C41 1.460
8 O 6.533 0.063 7.327  C43 1.343, H93 0.960
9 O 3.203 9.038 2.008  C17 1.415, C44 1.432
10 O 7.393 -0.599 -2.466  C19 1.452, C40 1.453
11 N -4.596 2.951 5.744  C37 1.435, H71 1.010, H105 1.010
12 N 9.116 -3.637 -1.423  C31 1.439, H52 1.010, H118 1.010
13 N -1.391 -11.694 0.745  C34 1.473, H89 1.010, H125 1.010
14 N 2.302 10.978 5.052  C25 1.488, H96 1.010, H127 1.010
15 N -8.157 -6.528 -1.215  C23 1.406, H79 1.010, H117 1.010
16 N -4.976 3.030 -1.729  C21 1.509, H51 1.010, H55 1.010
17 C 3.430 9.790 3.185  O9 1.415, C25 1.609, H69 1.090, H107 1.090
18 C -9.070 1.874 -0.944  O5 1.463, H70 1.090, H128 1.090, H134 1.090
19 C 8.512 -1.517 -2.349  O10 1.452, C31 1.523, H84 1.090, H106 1.090
20 C -5.622 1.013 -2.916  C21 1.610, H73 1.090, H97 1.090, H138 1.090
21 C -6.184 2.146 -1.919  N16 1.509, C20 1.610, C29 1.492, H65 1.090
22 C 0.757 10.179 3.213  C25 1.583, H76 1.090, H113 1.090, H114 1.090
23 C -7.656 -6.027 -2.429  N15 1.406, C35 1.559, C48 1.629, H57 1.090
24 C -2.586 3.267 4.556  C37 1.549, H61 1.090, H88 1.090, H91 1.090
25 C 2.076 9.907 4.045  N14 1.488, C17 1.609, C22 1.583, H78 1.090
26 C 0.702 -12.163 1.854  C34 1.553, H60 1.090, H98 1.090, H101 1.090
27 C 4.260 -0.086 6.598  C43 1.513, H66 1.090, H116 1.090, H119 1.090
28 C -3.508 5.156 6.120  O7 1.409, C37 1.605, H100 1.090, H120 1.090
29 C -6.727 1.679 -0.611  O5 1.390, C21 1.492, H90 1.090, H130 1.090
30 C 1.445 -7.882 1.639  O3 1.415, H62 1.090, H64 1.090, H75 1.090
31 C 8.088 -2.629 -1.398  N12 1.439, C19 1.523, C42 1.531, H111 1.090
32 C 3.308 -2.547 -7.163  C45 1.467, H82 1.090, H103 1.090, H122 1.090
33 C 1.951 -0.626 -0.659  O2 1.456, C47 1.553, H83 1.090, H132 1.090
34 C -0.359 -11.062 1.584  N13 1.473, C26 1.553, C39 1.484, H77 1.090
35 C -8.072 -4.540 -2.651  C23 1.559, H67 1.090, H86 1.090, H121 1.090
36 C 0.083 6.174 -7.528  O1 1.450, C46 1.530, H85 1.090, H95 1.090
37 C -3.314 3.579 5.888  N11 1.435, C24 1.549, C28 1.605, H74 1.090
38 C -4.069 -4.971 -3.156  O6 1.456, H72 1.090, H123 1.090, H133 1.090
39 C 0.200 -9.815 1.004  O3 1.442, C34 1.484, H126 1.090, H131 1.090
40 C 7.673 0.400 -3.482  O10 1.453, H99 1.090, H102 1.090, H129 1.090
41 C -1.649 5.691 7.545  O7 1.460, H63 1.090, H68 1.090, H110 1.090
42 C 7.893 -2.133 0.037  C31 1.531, H53 1.090, H58 1.090, H59 1.090
43 C 5.259 -0.059 7.734  O8 1.343, C27 1.513, H56 1.090, H81 1.090
44 C 2.975 7.626 2.076  O9 1.432, H50 1.090, H104 1.090, H108 1.090
45 C 3.581 -1.372 -7.997  O4 1.389, C32 1.467, H115 1.090, H124 1.090
46 C -0.134 5.130 -6.431  C36 1.530, H54 1.090, H94 1.090, H112 1.090
47 C 1.869 0.523 -1.701  C33 1.553, H80 1.090, H92 1.090, H136 1.090
48 C -6.033 -6.069 -2.294  O6 1.409, C23 1.629, H87 1.090, H109 1.090
49 H 4.101 -2.132 -9.669  O4 0.960
50 H 3.176 7.165 1.109  C44 1.090
51 H -5.310 3.965 -1.543  N16 1.010
52 H 8.891 -4.111 -2.286  N12 1.010
53 H 7.356 -1.184 0.057  C42 1.090
54 H 0.390 4.217 -6.713  C46 1.090
55 H -4.480 3.046 -2.609  N16 1.010
56 H 5.277 -1.019 8.251  C43 1.090
57 H -7.874 -6.718 -3.244  C23 1.090
58 H 7.186 -2.831 0.485  C42 1.090
59 H 8.808 -1.946 0.598  C42 1.090
60 H 1.050 -12.651 0.943  C26 1.090
61 H -3.233 3.634 3.759  C24 1.090
62 H 0.594 -7.227 1.449  C30 1.090
63 H -1.115 4.753 7.391  C41 1.090
64 H 1.862 -7.687 2.627  C30 1.090
65 H -6.917 2.738 -2.468  C21 1.090
66 H 4.765 -0.395 5.682  C27 1.090
67 H -9.148 -4.455 -2.804  C35 1.090
68 H -2.378 5.535 8.340  C41 1.090
69 H 4.229 9.474 3.856  C17 1.090
70 H -9.143 2.833 -0.432  C18 1.090
71 H -4.372 1.966 5.746  N11 1.010
72 H -4.047 -4.425 -2.213  C38 1.090
73 H -6.442 0.454 -3.366  C20 1.090
74 H -2.771 3.220 6.762  C37 1.090
75 H 2.250 -7.880 0.904  C30 1.090
76 H 0.793 11.043 2.550  C22 1.090
77 H -0.945 -10.932 2.495  C34 1.090
78 H 2.052 8.963 4.590  C25 1.090
79 H -9.141 -6.710 -1.349  N15 1.010
80 H 2.002 1.541 -1.334  C47 1.090
81 H 5.098 0.786 8.403  C43 1.090
82 H 3.448 -2.243 -6.125  C32 1.090
83 H 2.630 -0.364 0.152  C33 1.090
84 H 9.461 -1.048 -2.087  C19 1.090
85 H 1.031 6.712 -7.514  C36 1.090
86 H -7.545 -4.209 -3.546  C35 1.090
87 H -5.770 -5.476 -1.418  C48 1.090
88 H -2.451 2.188 4.478  C24 1.090
89 H -1.110 -11.639 -0.223  N13 1.010
90 H -6.027 1.001 -0.122  C29 1.090
91 H -1.637 3.801 4.596  C24 1.090
92 H 0.902 0.529 -2.203  C47 1.090
93 H 7.039 -0.290 8.063  O8 0.960
94 H 0.221 5.342 -5.422  C46 1.090
95 H -0.775 6.836 -7.412  C36 1.090
96 H 1.483 11.033 5.640  N14 1.010
97 H -5.101 0.300 -2.276  C20 1.090
98 H 1.516 -11.794 2.478  C26 1.090
99 H 6.810 1.027 -3.709  C40 1.090
100 H -3.973 5.772 5.350  C28 1.090
101 H 0.300 -12.948 2.493  C26 1.090
102 H 8.458 1.105 -3.210  C40 1.090
103 H 2.320 -3.005 -7.189  C32 1.090
104 H 1.937 7.432 2.346  C44 1.090
105 H -4.951 3.004 4.800  N11 1.010
106 H 8.581 -1.949 -3.347  C19 1.090
107 H 3.837 10.774 2.949  C17 1.090
108 H 3.617 6.992 2.687  C44 1.090
109 H -5.655 -7.088 -2.209  C48 1.090
110 H -0.981 6.522 7.770  C41 1.090
111 H 7.136 -3.058 -1.710  C31 1.090
112 H -1.191 4.903 -6.291  C46 1.090
113 H 0.349 9.327 2.669  C22 1.090
114 H -0.094 10.516 3.804  C22 1.090
115 H 2.813 -0.620 -7.812  C45 1.090
116 H 3.900 0.939 6.507  C27 1.090
117 H -8.137 -5.793 -0.522  N15 1.010
118 H 9.080 -4.297 -0.660  N12 1.010
119 H 3.496 -0.859 6.674  C27 1.090
120 H -4.187 5.371 6.945  C28 1.090
121 H -7.730 -3.910 -1.829  C35 1.090
122 H 3.920 -3.355 -7.564  C32 1.090
123 H -3.435 -5.857 -3.164  C38 1.090
124 H 4.546 -0.907 -7.795  C45 1.090
125 H -2.337 -11.351 0.832  N13 1.010
126 H -0.731 -9.275 0.831  C39 1.090
127 H 2.387 11.906 4.662  N14 1.010
128 H -9.976 1.301 -0.747  C18 1.090
129 H 7.839 -0.020 -4.474  C40 1.090
130 H -6.810 2.388 0.212  C29 1.090
131 H 0.742 -9.900 0.061  C39 1.090
132 H 0.928 -0.720 -0.293  C33 1.090
133 H -3.623 -4.367 -3.946  C38 1.090
134 H -9.041 2.072 -2.016  C18 1.090
135 H 3.418 -1.597 -1.369  O2 0.960
136 H 2.480 0.338 -2.584  C47 1.090
137 H -0.887 5.538 -8.988  O1 0.960
138 H -4.817 1.237 -3.615  C20 1.090

Computed properties:
Multiplicity: 1
E_LUMO in eV: 0.3
Energy above the lowest of the compared OMol25 structures with the same formula, charge and spin in kcal/mol: 137.5

Atomic partial charges in e from the Löwdin method, atoms 1 to 8:
1 O -0.09
2 O -0.09
3 O -0.20
4 O -0.06
5 O -0.18
6 O -0.23
7 O -0.22
8 O -0.06

=====

The following is a quantum chemistry calculation of a 10-piece molecular cluster, C32H90N6O10 overall, from OMol25.

Bonds (Å) are listed after each position.
Geometry (Å):
1 O 2.490 1.671 4.721  C36 1.403, H125 0.995
2 O -6.128 0.370 0.585  C32 1.384, C45 1.409
3 O 2.173 5.379 -0.374  C20 1.402, C27 1.423
4 O -1.289 -0.383 1.498  C48 1.421, H115 0.998
5 O -2.076 0.027 6.002  C19 1.415, C31 1.406
6 O 1.240 -2.967 -1.941  C18 1.439, H67 0.966
7 O 5.178 1.898 -2.494  C26 1.373, C42 1.480
8 O 0.471 -0.888 -6.504  C40 1.433, C47 1.438
9 O -1.525 -3.615 -2.527  C46 1.496, H68 0.950
10 O -4.318 -4.849 1.286  C25 1.461, C34 1.376
11 N 0.098 0.607 4.079  C29 1.461, H61 1.007, H88 1.013
12 N 4.528 6.718 0.636  C28 1.461, H53 1.020, H79 1.019
13 N -3.018 -2.486 2.497  C21 1.517, H82 1.006, H84 1.010
14 N -1.491 -0.781 -4.495  C38 1.456, H102 1.017, H118 0.983
15 N -3.582 1.822 1.132  C39 1.472, H65 0.990, H96 1.024
16 N 3.686 -1.459 -3.181  C17 1.488, H78 1.029, H129 1.044
17 C 3.826 -0.171 -2.451  N16 1.488, C37 1.549, C42 1.482, H119 1.115
18 C 1.809 -4.076 -1.220  O6 1.439, C23 1.481, H57 1.058, H101 1.102
19 C -2.185 0.720 7.231  O5 1.415, H76 1.078, H89 1.111, H103 1.090
20 C 1.276 4.304 -0.449  O3 1.402, H85 1.096, H87 1.069, H90 1.117
21 C -2.438 -3.887 2.516  N13 1.517, C25 1.501, C43 1.501, H109 1.093
22 C -3.701 -2.840 -1.885  C46 1.429, H74 1.112, H117 1.100, H131 1.106
23 C 0.913 -4.483 -0.114  C18 1.481, H69 1.085, H113 1.068, H121 1.116
24 C 3.600 2.348 2.663  C36 1.537, H62 1.054, H107 1.072, H132 1.086
25 C -3.442 -5.001 2.446  O10 1.461, C21 1.501, H49 1.072, H108 1.090
26 C 6.230 2.482 -3.157  O7 1.373, H52 1.119, H99 1.133, H134 1.124
27 C 3.448 5.087 -0.935  O3 1.423, C28 1.516, H112 1.107, H133 1.091
28 C 4.330 6.307 -0.752  N12 1.461, C27 1.516, C35 1.583, H50 1.117
29 C -0.876 1.564 4.597  N11 1.461, C31 1.540, C33 1.531, H83 1.088
30 C 0.619 0.337 0.353  C48 1.476, H55 1.071, H60 1.115, H104 1.067
31 C -2.237 0.925 4.933  O5 1.406, C29 1.540, H63 1.099, H100 1.112
32 C -6.792 -0.842 0.661  O2 1.384, H93 1.095, H98 1.076, H127 1.086
33 C -1.171 2.657 3.566  C29 1.531, H86 1.078, H105 1.065, H122 1.099
34 C -5.240 -5.845 1.059  O10 1.376, H58 1.119, H59 1.096, H124 1.095
35 C 5.698 5.963 -1.470  C28 1.583, H80 1.114, H95 1.090, H123 1.123
36 C 3.011 2.769 4.019  O1 1.403, C24 1.537, H51 1.100, H77 1.090
37 C 4.115 -0.331 -0.938  C17 1.549, H70 1.084, H111 1.080, H116 1.096
38 C -0.430 0.211 -4.585  N14 1.456, C40 1.551, C44 1.545, H135 1.089
39 C -4.180 1.653 -0.202  N15 1.472, C41 1.532, C45 1.547, H56 1.114
40 C 0.866 -0.328 -5.246  O8 1.433, C38 1.551, H97 1.104, H106 1.105
41 C -3.124 1.559 -1.308  C39 1.532, H92 1.094, H126 1.121, H130 1.097
42 C 4.925 0.576 -3.108  O7 1.480, C17 1.482, H110 1.107, H114 1.084
43 C -1.487 -4.085 3.661  C21 1.501, H66 1.105, H94 1.095, H138 1.120
44 C -0.023 0.631 -3.154  C38 1.545, H54 1.121, H72 1.093, H81 1.103
45 C -5.099 0.422 -0.377  O2 1.409, C39 1.547, H91 1.132, H128 1.110
46 C -2.406 -3.192 -1.394  O9 1.496, C22 1.429, H136 1.112, H137 1.101
47 C 1.408 -1.820 -7.072  O8 1.438, H64 1.113, H75 1.087, H120 1.072
48 C -0.130 -0.847 0.819  O4 1.421, C30 1.476, H71 1.114, H73 1.137
49 H -4.086 -5.011 3.304  C25 1.072
50 H 3.882 7.147 -1.336  C28 1.117
51 H 3.749 3.192 4.717  C36 1.100
52 H 7.177 1.888 -3.217  C26 1.119
53 H 3.610 6.810 1.071  N12 1.020
54 H 0.665 1.515 -3.120  C44 1.121
55 H 1.624 0.222 0.002  C30 1.071
56 H -4.781 2.588 -0.274  C39 1.114
57 H 2.026 -4.926 -1.811  C18 1.058
58 H -5.954 -5.854 1.920  C34 1.119
59 H -4.794 -6.826 0.862  C34 1.096
60 H 0.669 1.024 1.229  C30 1.115
61 H 0.126 -0.125 4.770  N11 1.007
62 H 2.870 1.938 2.022  C24 1.054
63 H -2.603 0.422 4.027  C31 1.099
64 H 1.331 -2.837 -6.626  C47 1.113
65 H -4.256 1.516 1.789  N15 0.990
66 H -1.057 -5.088 3.487  C43 1.105
67 H 0.383 -3.261 -2.276  O6 0.966
68 H -2.011 -4.160 -3.136  O9 0.950
69 H -0.015 -4.851 -0.539  C23 1.085
70 H 3.489 -1.077 -0.460  C37 1.084
71 H -0.397 -1.499 -0.043  C48 1.114
72 H 0.496 -0.191 -2.654  C44 1.093
73 H 0.409 -1.560 1.522  C48 1.137
74 H -4.380 -2.574 -1.046  C22 1.112
75 H 1.130 -1.986 -8.110  C47 1.087
76 H -1.254 1.244 7.383  C19 1.078
77 H 2.357 3.604 3.772  C36 1.090
78 H 2.958 -2.012 -2.708  N16 1.029
79 H 4.902 5.963 1.210  N12 1.019
80 H 6.307 6.894 -1.423  C35 1.114
81 H -0.943 0.948 -2.634  C44 1.103
82 H -3.285 -2.347 3.457  N13 1.006
83 H -0.383 1.924 5.498  C29 1.088
84 H -3.818 -2.405 1.887  N13 1.010
85 H 1.456 3.387 0.123  C20 1.096
86 H -1.705 2.247 2.724  C33 1.078
87 H 0.391 4.681 0.016  C20 1.069
88 H -0.242 0.207 3.213  N11 1.013
89 H -2.359 0.013 8.069  C19 1.111
90 H 1.205 4.064 -1.538  C20 1.117
91 H -5.448 0.404 -1.454  C45 1.132
92 H -2.476 2.438 -1.377  C41 1.094
93 H -6.170 -1.743 0.636  C32 1.095
94 H -2.031 -4.137 4.610  C43 1.095
95 H 6.189 5.176 -0.899  C35 1.090
96 H -2.786 1.180 1.166  N15 1.024
97 H 1.701 0.392 -5.280  C40 1.104
98 H -7.240 -0.710 1.630  C32 1.076
99 H 6.391 3.445 -2.583  C26 1.133
100 H -2.994 1.684 5.228  C31 1.112
101 H 2.778 -3.708 -0.848  C18 1.102
102 H -1.205 -1.576 -3.929  N14 1.017
103 H -3.042 1.389 7.315  C19 1.090
104 H 0.095 0.855 -0.419  C30 1.067
105 H -1.718 3.459 4.002  C33 1.065
106 H 1.099 -1.122 -4.513  C40 1.105
107 H 4.377 1.646 2.890  C24 1.072
108 H -2.928 -5.959 2.364  C25 1.090
109 H -1.938 -3.963 1.547  C21 1.093
110 H 5.841 -0.036 -3.006  C42 1.107
111 H 5.153 -0.601 -0.814  C37 1.080
112 H 3.366 4.743 -1.984  C27 1.107
113 H 0.725 -3.688 0.573  C23 1.068
114 H 4.717 0.697 -4.165  C42 1.084
115 H -1.840 -1.147 1.828  O4 0.998
116 H 4.059 0.634 -0.421  C37 1.096
117 H -4.134 -3.747 -2.332  C22 1.100
118 H -1.736 -1.088 -5.397  N14 0.983
119 H 2.885 0.419 -2.558  C17 1.115
120 H 2.449 -1.563 -7.075  C47 1.072
121 H 1.403 -5.300 0.467  C23 1.116
122 H -0.236 3.084 3.176  C33 1.099
123 H 5.560 5.614 -2.529  C35 1.123
124 H -5.802 -5.658 0.137  C34 1.095
125 H 1.724 1.257 4.238  O1 0.995
126 H -2.572 0.585 -1.246  C41 1.121
127 H -7.497 -0.960 -0.158  C32 1.086
128 H -4.423 -0.445 -0.221  C45 1.110
129 H 4.587 -1.913 -2.909  N16 1.044
130 H -3.697 1.483 -2.240  C41 1.097
131 H -3.695 -1.981 -2.582  C22 1.106
132 H 4.100 3.181 2.178  C24 1.086
133 H 3.938 4.266 -0.411  C27 1.091
134 H 6.002 2.867 -4.188  C26 1.124
135 H -0.772 1.071 -5.157  C38 1.089
136 H -2.460 -4.088 -0.738  C46 1.112
137 H -1.903 -2.334 -0.922  C46 1.101
138 H -0.833 -3.177 3.618  C43 1.120

Computed properties:
Multiplicity: 1
E_LUMO in eV: 0.2
Energy above the lowest of the compared OMol25 structures with the same formula, charge and spin in kcal/mol: 17.7

Atomic partial charges in e from the Löwdin method, atoms 1 to 8:
1 O -0.11
2 O -0.18
3 O -0.19
4 O -0.15
5 O -0.19
6 O -0.11
7 O -0.18
8 O -0.19

=====

Short version: calculated total energy = -2353.7666 -2353.9575 a.u., in the order given.
Short version: gap between HOMO and LUMO = 9.5 9.2 eV, in the order given.